1.
This record from OMol25 describes a molecular structure, C47H55F11O7Zr. The level of theory is the ωB97M-V functional and the def2-TZVPD basis.

```
! RIJCOSX wB97M-V def2-TZVPD def2/J DEFGRID3
* xyz 2 1
Zr -10.24178 -12.31919 30.76857
C -7.85903 -9.98360 30.81423
O -8.26920 -9.63095 32.09400
O -8.86255 -10.74872 30.26353
C -7.38143 -8.78621 29.94249
F -7.28312 -9.02517 28.63421
F -8.21810 -7.72472 30.07090
F -6.18326 -8.40218 30.41452
C -7.32514 -9.05315 33.00233
C -8.03262 -8.51562 34.23351
H -8.48217 -9.33408 34.79810
H -7.30021 -8.01837 34.86828
H -8.81884 -7.79130 34.01760
H -6.69101 -8.26908 32.58821
H -6.64224 -9.85460 33.30108
H -6.95039 -10.58870 30.95499
C -9.28593 -12.33494 34.12358
O -8.50658 -13.40962 34.52496
O -9.74924 -12.60456 32.84965
C -10.37342 -11.97853 35.19339
F -10.66945 -13.06240 35.93461
F -9.94713 -11.01416 36.01866
F -11.52288 -11.56292 34.64281
C -7.61067 -13.19239 35.61373
C -7.07955 -14.48984 36.14428
H -6.19750 -14.42407 36.77675
H -7.89593 -14.95022 36.70394
H -6.82799 -15.19615 35.34875
H -8.05543 -12.65967 36.46326
H -6.82160 -12.47962 35.33586
H -8.67326 -11.43220 33.97871
F -3.10442 -8.27208 37.52210
C -4.43866 -8.11079 37.45378
C -4.97262 -6.86465 37.72599
C -6.35311 -6.77675 37.89903
C -7.15046 -7.90556 37.75609
C -6.56908 -9.15837 37.50383
C -5.19805 -9.27922 37.36122
H -4.37548 -5.96972 37.82188
H -6.87193 -5.84757 38.09184
H -8.19575 -7.87289 38.03202
H -7.26153 -9.98856 37.44486
H -4.73637 -10.23698 37.16709
F -8.71832 -16.08591 43.68855
C -8.41329 -15.55551 42.50161
C -9.24911 -15.75074 41.42674
C -8.78875 -15.39014 40.14921
C -7.61873 -14.67119 40.03489
C -6.81687 -14.37272 41.13122
C -7.21407 -14.85901 42.35477
H -10.17944 -16.28500 41.56600
H -9.41761 -15.68153 39.31886
H -7.25934 -14.37670 39.05470
H -5.98849 -13.69253 40.99671
H -6.69019 -14.61514 43.27204
F -12.54929 -8.55074 39.66696
C -11.78024 -9.63602 39.79464
C -11.98982 -10.50241 40.88188
C -11.07590 -11.54961 41.09964
C -10.07719 -11.74468 40.15681
C -9.89728 -10.91831 39.07381
C -10.79238 -9.89750 38.86217
H -12.63621 -10.22519 41.70398
H -11.17188 -12.21725 41.94253
H -9.35329 -12.52275 40.37316
H -9.16560 -11.18694 38.32467
H -10.61127 -9.16306 38.08517
F -1.15888 -9.05772 34.75982
C -2.02886 -10.07600 34.89421
C -3.24142 -10.00033 34.24994
C -4.12414 -11.08250 34.39554
C -3.71796 -12.13912 35.20122
C -2.44617 -12.24677 35.76072
C -1.61264 -11.14187 35.66070
H -3.38829 -9.13829 33.61242
H -5.15213 -11.07479 34.06227
H -4.33243 -13.03325 35.26264
H -2.20721 -13.03204 36.46344
H -0.70021 -11.04532 36.23317
F -8.33507 -21.56820 33.56998
C -9.16369 -20.58729 33.95250
C -8.62004 -19.37368 34.30501
C -9.48215 -18.38005 34.80813
C -10.85227 -18.63465 34.84161
C -11.37408 -19.86922 34.45455
C -10.52316 -20.80242 33.92636
H -7.54458 -19.26682 34.24825
H -9.01914 -17.55654 35.32849
H -11.44237 -17.82269 35.25215
H -12.43489 -20.03815 34.57461
H -10.92028 -21.78998 33.72183
C -11.51067 -16.70845 30.16198
C -10.74788 -15.77508 31.04087
O -10.50983 -14.58686 30.76938
C -10.32232 -16.34981 32.32771
H -12.23476 -16.21271 29.51387
H -11.95111 -17.60250 30.59012
H -10.74150 -17.05224 29.45302
H -11.17249 -16.85781 32.78883
H -9.93939 -15.60846 33.02862
H -9.59102 -17.15299 32.19823
C -5.91079 -13.65749 29.98174
C -7.12010 -13.99231 30.81816
O -8.17933 -13.39387 30.67711
C -6.88451 -15.05324 31.85654
H -6.20609 -13.72076 28.93363
H -5.07316 -14.32705 30.15516
H -5.54275 -12.66914 30.26730
H -5.82524 -15.08150 32.09458
H -7.27455 -16.02695 31.55508
H -7.42096 -14.83879 32.78087
C -12.84078 -9.42512 33.26553
C -11.81971 -9.48825 32.16803
O -11.25402 -10.56036 31.90478
C -11.31597 -8.22197 31.58475
H -12.38697 -8.98407 34.15548
H -13.13338 -10.45262 33.46504
H -13.63693 -8.75154 32.94901
H -11.81617 -7.33914 31.97100
H -11.37411 -8.23741 30.49077
H -10.23178 -8.14241 31.70518
*
```

For the maximum force, the calculation gives 0.182 hartree/bohr. For the total energy, the calculation gives -3495.65263 Eh. The value obtained for the HOMO-LUMO gap is 3.882 eV.

---

2.
This record from OMol25 describes 5 unconnected molecules or ions with the total composition C47H56BIN2O22P. The level of theory is the ωB97M-V functional and the def2-TZVPD basis.

```
! RIJCOSX wB97M-V def2-TZVPD def2/J DEFGRID3
* xyz -1 1
C 0.52740 6.66769 -0.12489
C 0.73504 5.24310 -0.91198
C -0.74711 4.72751 -1.38270
C -1.46497 3.64139 -0.39163
C -0.81965 3.58817 1.14043
C -1.62928 2.12472 -1.04266
C -2.51767 1.34697 0.09800
O -3.47388 0.35803 -0.42087
C -4.51708 0.01781 0.56376
O -4.46417 -1.44921 0.86022
C -4.40968 -2.19342 -0.42139
C -4.90052 -3.74981 -0.09345
O -6.28835 -3.91794 -0.63421
O -0.39049 1.27828 -1.09951
B 0.11433 1.11904 -2.50938
C 1.64408 1.76256 -2.37160
C 2.73679 0.73287 -1.69561
C 3.80946 0.08663 -2.76088
O 4.04405 0.73138 -3.91652
N 4.55779 -1.21995 -2.42494
C 5.96960 -0.91114 -1.92238
C 7.08692 -2.13592 -2.04782
C 8.64866 -1.90767 -1.57609
C 9.17808 -0.46196 -0.93981
C 8.01988 0.73242 -0.82644
C 6.44840 0.52674 -1.28436
P 0.05102 -0.63049 -3.30928
N 0.79165 -1.78716 -2.45014
O -0.76928 1.95075 -3.40154
C -2.03458 1.97762 -2.63188
C -3.34620 2.75157 -3.22514
I -4.65273 1.38414 -4.38852
C -3.04512 4.08859 -4.11710
C -2.26818 3.82883 -5.53679
H -0.44554 6.66436 0.56352
H 1.46835 7.05789 0.45110
H 0.29429 7.48043 -0.96627
H 1.33190 5.49996 -1.91096
H 1.38202 4.45003 -0.34373
H -0.65372 4.39598 -2.50580
H -1.44412 5.69687 -1.39620
H -2.58377 4.02668 -0.23050
H 0.00923 2.76173 1.10920
H -1.61400 3.21897 1.95231
H -0.45257 4.63610 1.52852
H -1.78077 0.82929 0.85593
H -3.16574 2.14147 0.70829
H -5.56234 0.18725 0.03949
H -4.44693 0.60284 1.57651
H -5.11440 -1.73383 -1.26010
H -3.31310 -2.29816 -0.84896
H -4.17248 -4.53909 -0.56240
H -4.92590 -3.87878 1.07214
H -6.28187 -3.57867 -1.58166
H 1.52926 2.66016 -1.59485
H 1.99249 2.25392 -3.37581
H 2.25077 -0.10760 -1.02346
H 3.38404 1.39681 -0.94512
H 4.72866 -1.63918 -3.38718
H 6.79572 -3.18954 -2.47356
H 9.46862 -2.74960 -1.66128
H 10.30428 -0.30161 -0.59044
H 8.40090 1.76516 -0.39014
H 5.67927 1.40001 -1.15554
H 0.57370 -0.49901 -4.66728
H -1.36262 -0.96806 -3.46261
H 1.52863 -2.16731 -3.10667
H -2.37139 0.83625 -2.73409
H -4.00433 3.07685 -2.28743
H -2.47989 4.95107 -3.55710
H -4.11088 4.54362 -4.40525
H -2.37603 4.77909 -6.24548
H -2.52073 2.81780 -6.06847
H -1.10460 3.77803 -5.27836
C -3.36831 9.74989 -3.89778
C -2.76426 9.27803 -2.80544
C -3.43914 8.29730 -1.91082
O -2.85158 7.86718 -0.92453
C -4.80880 7.88222 -2.25190
C -5.41395 8.35685 -3.34239
C -4.72868 9.31609 -4.25146
O -5.30389 9.72063 -5.25626
O -6.70207 7.97306 -3.66740
O -1.48670 9.68317 -2.46514
H -2.88859 10.46141 -4.55803
H -5.29433 7.18271 -1.58356
H -6.91480 8.45105 -4.49854
H -1.27181 9.20057 -1.63737
C -1.89476 -5.51520 3.40531
C -1.29072 -5.98706 4.49765
C -1.96559 -6.96778 5.39227
O -1.37803 -7.39791 6.37857
C -3.33525 -7.38286 5.05119
C -3.94040 -6.90824 3.96070
C -3.25513 -5.94900 3.05163
O -3.83034 -5.54446 2.04683
O -5.22853 -7.29202 3.63569
O -0.01315 -5.58192 4.83796
H -1.41504 -4.80368 2.74506
H -3.82079 -8.08238 5.71953
H -5.44125 -6.81404 2.80456
H 0.20174 -6.06451 5.66572
C 0.26833 -0.75865 7.78978
C -0.46706 -1.55037 7.00676
C -1.01475 -2.84128 7.50797
O -1.70293 -3.53858 6.77096
C -0.69717 -3.23458 8.88966
C 0.04112 -2.44435 9.67140
C 0.56537 -1.14101 9.17883
O 1.22569 -0.42779 9.92679
O 0.34564 -2.80909 10.97002
O -0.74820 -1.19889 5.69927
H 0.67082 0.18334 7.43910
H -1.08656 -4.18352 9.23551
H 0.88801 -2.07250 11.32748
H -1.29555 -1.93261 5.34384
C 6.06551 -7.42269 -2.50360
C 6.26753 -8.52411 -1.77781
C 6.58900 -8.44565 -0.32586
O 6.75071 -9.47563 0.31913
C 6.70573 -7.11140 0.28303
C 6.50708 -6.01004 -0.44373
C 6.15858 -6.08954 -1.88885
O 5.96380 -5.06007 -2.52635
O 6.61788 -4.75289 0.12151
O 6.18433 -9.78054 -2.34929
H 5.82896 -7.46523 -3.55933
H 6.95740 -7.06829 1.33495
H 6.42740 -4.12185 -0.60650
H 6.36886 -10.41161 -1.61992
*
```

For the maximum force, the calculation gives 0.157 hartree/bohr. For the total energy, the calculation gives -4252.66554 Eh. The value obtained for the HOMO-LUMO gap is 3.777 eV.

---

3.
This record from OMol25 describes a molecular structure, C47H58BCaN11O9. The level of theory is the ωB97M-V functional and the def2-TZVPD basis.

```
! RIJCOSX wB97M-V def2-TZVPD def2/J DEFGRID3
* xyz -2 1
Ca 0.07141 0.14178 0.51789
O 0.17718 2.02708 -0.27067
C -0.05930 3.23386 0.12237
C -0.41413 4.24870 -0.80178
C -0.63355 5.55598 -0.41175
C -0.51688 5.92469 0.92385
C -0.16675 4.95400 1.85736
C 0.06207 3.64103 1.48510
C 0.55139 2.61882 2.47920
N -0.23928 1.42743 2.41522
N -0.03251 0.56755 3.42666
C -0.13723 -0.74343 3.28001
O -0.32419 -1.21715 2.11912
C -0.03328 -1.64244 4.45448
C 0.54305 -2.89208 4.21339
C 0.65994 -3.82898 5.22308
C 0.19141 -3.54211 6.49850
C -0.38755 -2.30613 6.74645
C -0.50500 -1.36238 5.73741
H -0.48925 3.95641 -1.84471
H -0.89586 6.30279 -1.15544
H -0.67116 6.95261 1.23089
H -0.04808 5.22448 2.89954
H 1.61703 2.41651 2.25629
H 0.90627 -3.08961 3.21313
H 1.12032 -4.78832 5.01739
H 0.27723 -4.27600 7.29096
H -0.75200 -2.07632 7.74103
H -0.97198 -0.41235 5.94794
C -3.83416 -0.41766 2.10842
C -3.34120 0.90518 1.50390
C -4.32196 2.03981 1.77991
C -3.09424 0.72051 0.03722
C -3.95377 1.01302 -1.03258
C -3.28913 0.59280 -2.16911
C -3.76667 0.74806 -3.58512
C -5.01438 -0.09892 -3.85301
C -4.05818 2.22549 -3.87721
N -2.10276 0.07490 -1.77481
N -1.98396 0.15312 -0.43243
B -1.08154 -0.71219 -2.63046
N -1.00651 -2.16971 -2.12619
N -0.48671 -2.43361 -0.91433
C -0.40915 -3.74603 -0.79474
C -0.89445 -4.36529 -1.96196
C -1.27174 -3.32185 -2.79080
C -1.88909 -3.42256 -4.15700
C -0.94652 -4.14646 -5.12300
C -3.24600 -4.13098 -4.08156
C 0.15111 -4.36124 0.45521
C -0.19621 -5.84344 0.56265
C 1.66774 -4.14296 0.50689
N 0.34581 -0.11164 -2.64423
N 1.18118 -0.17374 -1.58622
C 2.33722 0.36537 -1.95457
C 2.25141 0.79413 -3.28892
C 0.96909 0.47566 -3.69361
C 0.34669 0.71789 -5.03865
C 1.40273 0.75053 -6.14456
C -0.46461 2.01694 -5.01236
C 3.53692 0.41820 -1.04462
C 3.43026 1.54612 -0.01077
C 4.82714 0.57251 -1.84667
H -4.06482 -0.29238 3.16992
H -3.06033 -1.17962 2.00182
H -4.73805 -0.75812 1.59354
H -2.38413 1.16484 1.95840
H -5.31545 1.81740 1.37667
H -3.96698 2.97342 1.33879
H -4.41762 2.19063 2.85682
H -4.92707 1.47537 -0.99228
H -2.98213 0.41077 -4.26247
H -5.83809 0.22055 -3.21145
H -4.81635 -1.15465 -3.66094
H -5.32882 0.01311 -4.89435
H -4.89216 2.57339 -3.26475
H -4.32009 2.36772 -4.92942
H -3.19263 2.84444 -3.64190
H -1.48079 -0.71925 -3.75140
H -0.96319 -5.41978 -2.17784
H -2.05897 -2.41608 -4.53744
H -0.79374 -5.17932 -4.80273
H 0.02480 -3.65056 -5.14534
H -1.35736 -4.15738 -6.13641
H -3.12113 -5.16429 -3.75155
H -3.73390 -4.13309 -5.06033
H -3.89531 -3.62203 -3.36798
H -0.29218 -3.82455 1.29932
H 0.26295 -6.40514 -0.25527
H -1.27645 -5.99614 0.52184
H 0.17257 -6.25285 1.50530
H 2.15077 -4.63271 -0.34246
H 2.09086 -4.54810 1.43024
H 1.88551 -3.07580 0.46720
H 3.01625 1.26925 -3.88017
H -0.33540 -0.10580 -5.25879
H 2.02688 1.64265 -6.06131
H 0.92010 0.76023 -7.12440
H 2.04766 -0.12672 -6.07983
H 0.19577 2.86856 -4.83686
H -1.18795 1.97979 -4.19846
H -0.99719 2.17157 -5.95543
H 3.58056 -0.52723 -0.49412
H 3.25407 2.50891 -0.49420
H 4.34822 1.60654 0.57896
H 2.59919 1.35371 0.65840
H 4.86714 1.55424 -2.32555
H 4.90977 -0.19108 -2.62331
H 5.68846 0.48483 -1.18274
O 6.49234 3.97608 6.20232
N 5.26227 3.93932 6.19629
O 4.58434 4.69872 6.88568
C 4.60242 2.99402 5.37064
C 3.19369 2.94829 5.33064
C 2.52875 2.06165 4.54190
C 3.24673 1.10198 3.67794
O 2.68838 0.37140 2.86134
C 4.70767 1.16756 3.82525
C 5.33872 2.09884 4.61922
N 5.56065 0.28046 3.08016
O 6.76581 0.55296 3.02017
O 5.09716 -0.70580 2.53982
N 1.08926 2.21489 4.67736
O 0.54322 3.17270 3.80944
O 0.25724 1.09662 4.71464
H 2.62865 3.64290 5.93488
H 6.41581 2.11983 4.65896
*
```

For the maximum force, the calculation gives 0.040 hartree/bohr. For the total energy, the calculation gives -3807.72330 Eh. The value obtained for the HOMO-LUMO gap is 5.906 eV.

---

Which value of maximum force does entry 3 give? 0.040 hartree/bohr

---

Among the records above, which one has the lowest maximum force? C47H58BCaN11O9

---

Which of these has the highest maximum force? C47H55F11O7Zr